Formula: C28H36IN4O9
Source: the OMol25 dataset
Level of theory: ωB97M-V/def2-TZVPD

Geometry as ORCA input:
```
! RIJCOSX wB97M-V def2-TZVPD def2/J DEFGRID3
* xyz 1 1
C 1.71493 3.76124 -0.00422
C 1.78637 -2.46972 -2.87678
N -1.41264 -3.41087 -0.12293
C 4.49248 7.33690 4.83778
H 3.72431 -2.76185 1.09775
C 0.62976 -2.83137 -1.92447
C 1.94828 6.91423 6.04591
C 1.33988 -1.20326 -3.72673
H 4.89170 8.79708 6.32256
H -6.57287 -2.97784 -4.42154
O 3.81948 5.70375 3.29011
H 3.43593 -5.02006 0.50530
H 1.77948 -4.53672 1.09439
N -0.37862 -2.78166 0.38705
C -2.89456 -4.54826 -1.93253
O 5.67485 7.45328 4.20363
C 2.24200 6.17994 4.96833
H -3.85387 -0.73596 1.40190
C -5.49791 -5.18003 -3.28764
H 0.51665 -1.42795 -4.45126
O -2.96929 -3.53221 -4.18710
C 1.89024 -1.79896 0.14961
H 2.11232 5.22147 1.48260
I 3.40718 1.10342 -3.47689
C 4.19916 8.07463 5.91298
H 2.15319 -4.76722 -0.71565
H -3.70110 -4.73147 -1.18625
C -3.65276 -2.67064 0.88288
H -5.01672 -2.08325 -4.58262
O -2.00015 3.20496 1.85243
H 1.72263 -1.47887 1.20664
H 0.81106 7.41836 7.43096
H 2.86066 3.24296 -1.37731
C -3.55324 -3.88827 -3.19045
H 3.34399 -1.36905 -4.70339
O 1.04416 2.12885 -1.55331
C 1.42053 4.49840 1.07093
H 1.55713 5.44623 4.56588
C 0.62804 -2.50759 -0.45285
H 5.63866 6.81773 3.46367
H -1.96656 3.84617 2.58924
C 2.53000 -4.38947 0.27050
C -5.45224 -3.09922 -4.43447
C -1.64517 -3.80485 -1.40243
O 2.89731 3.87793 -0.63726
H -2.54160 -5.57126 -2.26054
H 2.74037 -2.18669 -2.37188
C 0.74438 2.76948 -0.55900
H 0.95182 -0.38732 -3.05462
H -6.08074 -5.51209 -2.39358
C -2.49254 -3.73618 0.86692
H 2.16929 -0.23332 -5.52740
H -2.04289 -3.74345 1.89829
H -4.27140 -2.88810 1.79776
O 0.77781 6.77786 6.69403
C -0.57572 -3.53455 -2.39997
H -2.99912 -0.96506 0.03257
H -4.63163 -5.87530 -3.49304
H 2.19679 -0.91657 -0.46508
H 3.71823 -2.76261 -0.70081
H 2.03800 -3.31785 -3.57427
H -4.28632 -2.79954 -0.03611
H -1.22340 1.87152 -0.27410
N -3.09514 -1.29585 0.99807
C 0.13118 4.35101 1.74146
C -0.82964 3.34001 1.20400
C 3.52134 6.34524 4.28401
H -6.17627 -5.30139 -4.17356
C 3.06549 -2.89728 0.19607
H -2.86966 -4.78271 0.70880
C 2.90790 7.92608 6.58488
H -5.22623 -3.72892 -5.33626
C 2.55233 -0.59479 -4.54511
O -0.18022 5.01434 2.71315
C -0.53692 2.60461 0.12660
H -0.68378 -3.83463 -3.46657
N -5.01017 -3.74195 -3.15650
O 2.59377 8.58628 7.55678
*
```

Gap between HOMO and LUMO: 6.90 eV
Lowest unoccupied orbital energy: -3.9599 eV
HOMO: -10.864 eV

Formula: C28H36N3O
Source: the OMol25 dataset
Level of theory: ωB97M-V/def2-TZVPD

Geometry as ORCA input:
```
! RIJCOSX wB97M-V def2-TZVPD def2/J DEFGRID3
* xyz 1 1
H -5.68544 -3.68024 2.99864
H 1.85008 2.37355 -2.15923
C -2.84067 -1.88907 0.18807
H 0.85661 0.55155 -6.55026
H -3.73982 -1.42211 2.13788
H -0.44787 -0.66022 4.04272
C -0.30735 1.24667 2.04822
C 1.75379 1.39188 -2.63782
H 2.56528 1.07000 -4.67069
H -1.21206 -1.91649 3.00230
C -1.50699 -0.11042 -3.52490
H 1.68668 1.49539 1.26040
C -2.11210 -0.28682 -4.88078
H -3.73431 -5.53878 -2.08875
H -2.80740 0.54198 -5.08054
H -2.16572 -2.84254 -1.67276
H -0.54544 -1.30314 -5.95967
C -0.23723 0.48363 -3.47697
H -2.08550 1.11204 3.75449
H -7.56933 -5.28363 -1.16704
H 2.62169 0.79128 -2.33932
C 1.70423 1.54211 -4.17688
H -3.09870 -0.84383 -2.30967
C -6.00082 -3.26510 2.03463
N -6.08430 -4.45343 -0.00061
H -1.54830 -0.26570 -6.97570
C -2.40988 0.47452 2.91851
C -1.87224 -0.85176 0.17360
C -1.05773 -0.33434 -6.00119
H 0.80672 -2.38866 1.97337
C -2.07922 -0.45395 -2.30752
O 1.33380 -0.47975 1.53893
C -0.07201 0.29228 -1.09774
C -4.02087 -3.69487 -1.05761
H -2.95075 -0.37554 3.34414
H -6.86900 -5.27700 1.77271
H -2.70363 -1.20813 -4.89920
C 1.15948 0.86794 1.99649
H -3.92754 -4.13471 -3.13774
C 0.83380 -1.41705 2.48660
C -2.94502 -2.83251 -0.90780
C -4.83706 -2.94271 1.15389
H 0.52548 0.36268 -0.19439
H 1.69202 2.60008 -4.48058
H -0.46666 1.88750 2.92294
C -0.00438 0.76812 -5.90277
C -4.95391 -3.71963 -0.01051
H -5.91697 -5.73886 -3.09804
H -7.84585 -3.98565 1.05176
C -5.78980 -4.93060 -2.37293
C -0.53992 -1.05112 3.02160
H 1.59956 1.00206 3.00252
H -6.21909 -6.37624 -0.81216
H -6.61933 -2.38330 2.23903
H -0.63843 1.77221 1.14404
N 0.47105 0.88398 -4.55142
C 0.46758 0.71984 -2.28366
H -6.30377 -4.04789 -2.77229
H -3.05474 1.04330 2.23941
C -4.29416 -4.60022 -2.21688
H -1.42360 -0.39944 1.15487
H 1.53590 -1.46143 3.33946
C -6.81393 -4.31530 1.24080
H -0.43191 1.72985 -6.23917
N -1.19113 0.02617 2.20300
C -6.47569 -5.33244 -1.06792
C -1.36629 -0.34915 -1.05238
C -3.79216 -2.05507 1.26021
*
```

Gap between HOMO and LUMO: 5.95 eV
Lowest unoccupied orbital energy: -3.2487 eV
ΔE to the lowest compared entry with this formula, charge and spin: 2.319 eV
HOMO: -9.200 eV

Formula: C28H36N5O7Sn
Source: the OMol25 dataset
Level of theory: ωB97M-V/def2-TZVPD

Geometry as ORCA input:
```
! RIJCOSX wB97M-V def2-TZVPD def2/J DEFGRID3
* xyz -1 1
N 1.87281 -2.13125 0.64893
H 2.09695 2.03755 -1.11050
H 2.70178 -2.37248 -1.24887
O 0.18783 0.83115 -2.31886
C 2.38702 4.15035 -0.86314
C -2.22022 5.24562 -1.85294
O -0.22841 2.61292 7.26463
H -1.99926 1.16656 2.61300
H 0.52905 0.70904 7.44078
H -0.75752 -0.21161 5.52421
O -1.32103 2.20129 0.25882
H -5.55504 5.71544 -1.95171
C -1.40650 -2.77893 -1.70497
C -2.28437 2.18905 2.36038
C 0.32651 4.42452 -2.71702
N -0.08765 -2.45245 -1.21307
H -1.55127 -2.33086 -2.69618
H -3.01726 2.93600 -0.65456
H 2.72598 -3.86570 -0.27637
C -1.97153 5.00702 -3.20467
H 3.17921 4.04346 -0.13295
C -2.49266 -2.17081 -0.80141
N 1.13658 0.18889 2.80693
C -5.48263 5.32741 -4.61054
C -3.43743 2.16796 1.35691
H -5.36715 6.01852 -5.44711
H -1.54257 -3.86325 -1.77828
H -6.40429 5.56635 -4.08273
C 0.84572 3.09234 6.48965
C 1.98281 5.41366 -1.26786
C -2.74363 5.07003 -5.60173
C 0.77126 3.14415 -2.34860
O -0.29410 2.01214 -4.12668
O 0.73471 -4.55802 -1.61152
C -1.17621 2.81174 1.51303
C -3.49363 5.53189 -1.40969
C -4.31565 5.37269 -3.66385
C -4.54565 5.56139 -2.30561
C 0.65450 2.79487 4.99754
H 1.78533 2.63940 6.84221
H -4.02346 3.08515 1.43719
H -1.21844 0.93213 7.74674
H 0.87771 4.17052 6.65360
H -0.76451 3.72022 -4.19996
C 1.78968 3.03068 -1.41525
H 1.54915 3.08164 4.44188
H -0.20299 3.36887 4.61779
H 0.62491 6.52633 -2.50429
H -3.04689 6.00643 -6.07414
O -2.17588 -1.10530 -0.14734
C -3.02086 5.14935 -4.12855
H -1.41093 5.16148 -1.14468
C -0.38512 1.22137 7.10645
O -3.59636 -2.68395 -0.73933
H 2.47684 6.29480 -0.87742
H -2.88832 1.15747 -0.51090
H 2.73437 -1.85267 1.10806
C 0.76427 0.75831 3.73291
H -1.68090 4.93573 -5.77813
H -3.67414 5.68976 -0.35446
C -2.71720 2.10549 -0.00322
C 0.82516 -3.40645 -1.18643
H -4.09098 1.31173 1.49723
H -5.57505 4.31905 -5.01769
Sn -0.02147 -0.36480 -0.29286
C -0.67809 0.86808 5.64747
H -2.51704 2.75308 3.26463
H 1.32509 -2.67139 1.31051
C 2.14509 -2.96155 -0.51689
H -0.16580 2.60801 1.86940
N -0.71543 4.58717 -3.64084
N 0.41880 1.37162 4.84035
C 0.95112 5.54844 -2.17745
H -1.31974 3.90243 1.42509
C 0.16250 1.90152 -2.98506
H -3.29779 4.25470 -6.06409
H -1.62505 1.33854 5.34693
*
```

Gap between HOMO and LUMO: 7.10 eV
Lowest unoccupied orbital energy: 1.9805 eV
ΔE to the lowest compared entry with this formula, charge and spin: 1.935 eV
HOMO: -5.116 eV

Formula: C28H36NO2Si2
Source: the OMol25 dataset
Level of theory: ωB97M-V/def2-TZVPD

Geometry as ORCA input:
```
! RIJCOSX wB97M-V def2-TZVPD def2/J DEFGRID3
* xyz 1 1
H -1.25130 -1.93771 4.43028
H -1.14622 -0.08565 3.45384
C -3.18755 -3.29047 -1.00125
H -0.85999 4.23190 -3.48250
H 3.52337 3.80067 -3.90391
H -2.37595 0.90805 -1.20979
C 4.14300 3.17739 -3.24392
H 0.34979 2.95784 -3.71064
H -1.60380 0.88545 -2.81278
C -2.93203 0.74039 2.51359
C 1.80085 -4.19800 3.59984
C -0.93426 -2.39893 1.74510
C -1.87876 -1.30734 1.84310
H -0.20224 -5.07658 0.84207
C 1.46100 -3.94079 4.93500
H 1.39876 -1.58470 -2.44505
H -1.88938 3.69764 0.57847
C 1.00663 0.04292 -1.14016
H -2.89589 2.05673 -2.46889
O 1.89916 1.99079 -1.98995
H 4.92538 1.13144 -0.91416
C 1.05081 -3.64481 2.56368
H 3.50053 1.20795 0.16214
H -4.51529 -0.59294 -0.24176
C 4.23119 1.81018 -0.40197
H 1.05038 -0.07386 -3.30070
H -2.98870 1.59411 3.19074
H -0.18462 -0.07133 0.60316
N 1.39831 1.36575 -0.78909
C -2.55837 -2.68777 0.07711
C 0.17705 -0.60874 -0.26211
C -1.68639 -5.19990 -0.74287
C -1.52799 4.13840 -0.36068
Si 3.32031 2.90693 -1.59789
H 4.80993 2.41723 0.30849
H 2.63371 -0.30556 -2.50440
C -2.75071 -4.56072 -1.40457
C -2.84861 -1.45038 0.78889
C 1.55402 -0.49905 -2.41389
H -4.65575 1.35524 1.36453
H 5.10291 3.69234 -3.08973
H 0.73604 4.40146 -2.73332
H 2.04579 -4.38240 5.74369
H 2.65305 -4.83659 3.36461
H 4.33961 2.22731 -3.75920
C -3.87319 0.60311 1.47957
H -3.99863 -2.76381 -1.50221
H -3.24622 -5.06408 -2.23560
C 0.37221 -3.10828 5.22399
O 0.28460 2.07200 -0.39902
C -0.04848 3.67624 -2.98276
C 2.77978 4.52988 -0.83681
H 3.66438 4.99021 -0.36810
C -0.07234 -2.83100 2.83412
C -1.91087 -0.20080 2.68812
H 0.11171 -2.89291 6.26231
C -2.02357 1.53982 -2.03576
C -3.82056 -0.48075 0.59139
C -1.01454 -4.58013 0.31705
H 1.33101 -3.81711 1.52388
H -0.04880 -1.64214 -0.47712
Si -0.80843 2.84332 -1.48762
C -1.41284 -3.30056 0.70559
C -0.38625 -2.55536 4.19190
H 2.39531 5.23959 -1.58167
H -2.37275 4.63583 -0.86107
H -1.37649 -6.19677 -1.06304
H 2.01743 4.39375 -0.05629
H -0.78029 4.90610 -0.11403
*
```

Gap between HOMO and LUMO: 4.69 eV
Lowest unoccupied orbital energy: -5.8964 eV
HOMO: -10.591 eV

Formula: C28H36O16PdS4
Source: the OMol25 dataset
Level of theory: ωB97M-V/def2-TZVPD

Geometry as ORCA input:
```
! RIJCOSX wB97M-V def2-TZVPD def2/J DEFGRID3
* xyz -2 3
H -5.36490 -1.16224 2.32513
H 0.26217 4.77322 -0.26275
H -4.17347 3.12181 1.78707
H -4.40692 -3.27184 3.98451
H -3.11109 -2.47190 0.77112
C -3.48467 3.44646 1.01588
C -3.36374 -1.73772 1.53037
C 4.42972 -2.13554 0.37850
C 0.83783 4.31620 0.53059
O 5.34321 -0.17215 -1.08433
C -1.57335 -3.32726 -1.77797
O 0.58404 2.13456 -0.34179
H -5.20404 -2.81338 1.91333
Pd 0.07649 0.07797 0.24739
S -1.94974 -1.97542 2.66346
O -1.94768 1.30919 0.37105
S 4.26202 -0.41510 -0.15025
O -1.59199 -3.36749 2.75618
H -2.81696 2.97824 -2.32221
C -2.72878 4.70393 -0.93426
H 2.50044 0.72975 -3.28844
O 1.01765 -5.87908 -2.25341
H 4.61822 -2.93714 2.36988
H 6.09937 -2.24689 1.74640
H -1.88626 5.10004 -0.36780
H 3.77117 1.03592 1.65655
H 3.42914 -2.56973 0.29868
O 1.05572 -1.99192 0.29857
H 3.58043 -0.88783 2.85824
C 1.04259 -4.08029 -0.80510
O 1.06771 1.00700 1.91917
C -4.31407 -2.19015 3.84365
C 2.09523 4.38518 2.76582
H 5.55762 0.85740 1.33599
C -4.63914 -1.97879 2.32830
O 1.20339 6.29069 1.66000
H 1.91416 -4.47113 -0.28901
H -3.00935 5.26309 -1.82127
C -0.97554 -4.53615 -2.25928
O -1.34879 -1.38758 -0.49154
H 0.94438 -2.10812 -3.00564
S 0.17790 0.44785 -3.58858
S -2.99409 2.15212 -0.12694
H -5.06603 -1.74471 4.49413
C 5.01624 -2.11326 1.77564
O -0.47182 1.58859 -4.18139
O -4.18163 1.50265 -0.63980
H -4.05265 5.49407 0.64596
H -3.30557 -0.70175 1.21529
H -1.30110 3.11629 -1.52919
H -2.50373 -2.99452 -2.22428
C 4.58532 -0.79736 2.45088
O -0.96854 -0.94864 2.48013
H 4.98064 -2.58065 -0.44991
C -2.93392 -1.70130 4.13215
O -1.57074 -5.26881 -3.05349
H -0.23989 -0.85832 -5.47655
C 1.38188 2.23642 1.85728
H -4.84423 4.42071 -0.40207
H -2.49716 3.66520 1.44601
H -2.42184 -1.87542 5.07802
H -2.86326 -0.59695 4.18239
O 2.89663 -0.15659 -0.48105
C -2.37139 3.26662 -1.36997
H 0.98194 -2.92821 -4.55370
H 5.30910 -0.60292 3.24406
C -3.87339 4.57379 0.08140
C -0.26186 -1.08494 -4.40483
C 0.90158 2.94115 0.58216
H 2.02920 1.15071 -4.84854
C 4.59707 0.35925 1.44838
H 2.50550 2.46219 3.67454
O 0.08777 0.20204 -2.17885
C 2.17083 -1.10472 -4.48517
H 3.00045 -1.40159 -3.83800
C -0.87895 -2.47513 -0.96112
O 2.73085 5.01594 3.60028
H -1.23650 -1.45347 -4.09866
C 1.89165 0.35363 -4.11572
H 2.53088 -1.23414 -5.50508
C 1.40795 5.08140 1.59371
C 0.94672 -1.94740 -4.08509
C 1.99315 2.95745 2.85954
C 0.50411 -2.89020 -0.39117
C 0.40873 -4.94290 -1.75365
*
```

Gap between HOMO and LUMO (spin up / spin down): 6.02 / 6.00 eV
Lowest unoccupied orbital energy (spin up / spin down): 3.6932 / 3.6931 eV
⟨S²⟩: 2.004
HOMO (spin up / spin down): -2.324 / -2.307 eV

Formula: C28H37BInN15PS
Source: the OMol25 dataset
Level of theory: ωB97M-V/def2-TZVPD

Geometry as ORCA input:
```
! RIJCOSX wB97M-V def2-TZVPD def2/J DEFGRID3
* xyz 2 2
H 1.73350 1.43624 -5.92930
C 0.06350 1.92236 -3.07767
N -2.86279 1.08355 -0.26459
H -2.18378 -5.63106 -2.68139
C -4.66494 1.44609 0.96314
H 0.22744 -0.25868 -6.70546
C -2.94805 -4.93190 -4.58581
C 3.25681 -1.04835 1.40762
C -4.05086 2.58026 5.15835
C 1.97113 -0.61977 1.08188
N 1.16251 -0.24472 -4.84896
N 0.34996 2.03574 -4.49790
C -1.62522 -2.17995 3.74603
S -3.31514 -1.83292 -0.93389
C 3.74990 -2.18701 0.80851
H -4.59594 4.66055 4.52886
H -1.98699 -1.14682 -3.99325
N 1.18865 -1.24853 0.21515
H -2.76061 -5.85079 -5.13945
C -2.71834 -3.17884 -1.72795
H 4.74313 -2.55230 1.03010
In -1.10406 -0.47688 -0.23313
H -1.54597 -2.94814 4.49367
H -1.66433 2.32171 -5.00357
C -1.70449 -0.09010 -3.98516
H 1.21445 4.16921 1.67404
H -2.60591 0.48214 -3.76097
C -5.04908 1.58297 -0.35578
C -1.17916 -2.21318 2.43490
H 1.55721 0.26105 1.55019
C 0.97253 -0.71077 -3.48422
C 2.92554 -2.87706 -0.07301
H 0.94657 2.19484 -2.49568
C -2.20628 -0.93124 3.88790
C -0.53853 2.99467 2.32418
H -0.74116 2.60410 -2.79220
H -3.38182 3.83957 2.23122
H -3.74614 1.35041 -2.14754
C 0.72530 -3.17392 -1.15770
H 0.75361 -1.78248 -3.50203
H -3.88359 -5.98259 -2.93456
C 1.64913 -2.39508 -0.33508
H -3.84880 -4.47339 -4.99380
H 0.47568 -4.69006 -2.63989
H -0.57947 1.97558 -6.35625
N -3.10028 2.02998 3.32634
N -3.42995 1.58290 4.56562
C 0.62052 2.31838 0.59652
H -6.02439 1.83517 -0.73106
C 1.47043 1.18783 -4.90102
C -3.88406 1.34407 -1.07829
H 3.27005 -3.79450 -0.52518
C -3.53444 3.31260 3.15980
C -4.14592 3.70724 4.31651
H -2.10889 -4.25433 -4.75219
N -1.08228 1.86405 1.84304
H -0.67526 -3.00351 1.90025
C -3.10390 -5.24231 -3.10741
H 3.83708 -0.48345 2.12330
N -1.47147 -1.06518 1.82274
C 0.55939 3.32528 1.55413
H 2.15973 -4.19577 -2.35739
H -4.40916 2.46140 6.16789
H -0.27697 -1.56110 -5.61836
C 1.19402 -4.38092 -1.88897
N -1.34916 -3.51324 -1.84911
H 1.32246 -5.20956 -1.18566
N -3.35534 1.14610 1.00380
H 1.33450 2.18092 -0.20120
N -0.54227 -2.77188 -1.14512
N -2.11596 -0.27506 2.72005
H 1.88892 -0.55814 -2.90755
H -2.68503 -0.45201 4.72319
H -0.96316 3.48688 3.18201
H -5.22959 1.56703 1.87248
N -0.36033 1.43618 0.78160
P -0.43147 0.18680 -2.66841
N -3.49784 -4.04890 -2.34410
C -0.81490 1.71686 -5.32378
C -0.02111 -0.50099 -5.67214
B -2.42950 1.18676 2.27982
H -4.48442 -3.82498 -2.32920
N -1.18126 0.29847 -5.28453
H 2.33262 1.39726 -4.26580
*
```

Gap between HOMO and LUMO (spin up / spin down): 7.06 / 5.03 eV
Lowest unoccupied orbital energy (spin up / spin down): -6.3971 / -8.4296 eV
⟨S²⟩: 0.780
HOMO (spin up / spin down): -13.458 / -13.458 eV